Record 1
{
  "formula": "C7H16ClI2LaNO2P",
  "method": "ωB97M-V/def2-TZVPD",
  "species": ["I", "I", "La", "P", "C", "C", "H", "H", "H", "C", "H", "H", "H", "H", "H", "H", "C", "O", "Cl", "C", "N", "C", "C", "O", "H", "H", "H", "H", "H", "H", "H"],
  "xyz": [[-4.66205, 1.07363, -1.70748], [-2.51717, 1.56352, -3.38222], [-1.40316, 0.87938, -0.25079], [-0.96845, -2.19594, -0.88163], [-0.25463, -3.18396, -2.21829], [-0.83621, -3.42431, 0.43687], [-3.36980, -2.03471, -0.49614], [-3.01938, -3.42254, -1.41734], [-3.02012, -1.90349, -2.19400], [-2.71536, -2.40096, -1.28044], [-1.34111, -3.09844, 1.33834], [-1.24828, -4.40475, 0.24393], [-0.64266, -4.19193, -2.36107], [0.81591, -3.34097, -2.09014], [0.19506, -3.62545, 0.70949], [-0.39277, -2.71812, -3.19249], [1.14086, -0.13333, -2.23751], [2.01485, -0.26589, -2.96236], [-2.53921, -0.13331, 1.83418], [2.53923, 2.47833, 3.04275], [1.99715, 2.93597, 1.75718], [2.21981, 4.36182, 1.38874], [1.27388, 2.13414, 0.92942], [0.88568, 0.97101, 1.02986], [3.06930, 3.33550, 3.49836], [3.22428, 1.63868, 2.87477], [1.73729, 2.12475, 3.70277], [2.75446, 4.46375, 0.43701], [1.28896, 4.92821, 1.25450], [2.81276, 4.85312, 2.17234], [0.96090, 2.73633, 0.02137]],
  "forces_ev_per_angstrom": [[0.903, 0.228, -0.472], [-0.758, -0.177, 0.513], [0.996, -1.465, 0.833], [-0.730, -1.319, 0.148], [0.926, 0.174, -1.122], [0.400, 0.066, 1.250], [0.001, 0.240, 0.339], [0.240, -0.724, -0.031], [0.131, 0.302, -0.331], [-1.042, 0.459, -0.126], [-0.039, 0.340, 0.235], [-0.352, -0.111, -0.793], [-0.536, 0.046, 0.616], [0.144, 0.264, 0.118], [0.296, 0.276, 0.011], [0.065, 0.291, -0.077], [2.243, 0.265, -1.953], [-2.304, 0.147, 1.968], [0.175, 0.339, -0.608], [0.162, -0.246, 0.219], [-1.130, -1.025, -1.176], [0.007, 0.235, -0.473], [1.097, 3.589, 0.320], [-0.848, -0.842, 0.136], [-0.306, -0.754, -0.158], [-0.037, 0.290, 0.100], [0.151, 0.213, -0.140], [0.119, -0.265, 0.283], [0.040, -0.344, 0.351], [-0.290, -0.324, -0.343], [0.278, -0.167, 0.365]],
  "e_tot_ev": -51963.28591,
  "e_above_lowest_kcal_mol": 0.0,
  "total_charge": 2,
  "homo_lumo_gap_ev": 6.8
}


Record 2
{
  "formula": "C7H16FNiO4",
  "method": "ωB97M-V/def2-TZVPD",
  "species": ["F", "C", "O", "C", "C", "O", "C", "C", "O", "C", "H", "H", "H", "H", "H", "H", "H", "H", "H", "H", "H", "H", "H", "O", "C", "Ni", "H", "H", "H"],
  "xyz": [[-1.64573, -1.39083, -2.18626], [-0.32640, 1.92643, -2.15592], [-0.11646, 1.11091, -1.04692], [0.01474, -1.34767, -1.47353], [-0.24739, -2.16041, -0.21093], [-0.02135, -1.32515, 0.92096], [-1.16371, -1.07492, 1.74868], [-0.74260, -0.00467, 2.72366], [-0.18158, 1.05642, 1.95110], [-0.05522, 2.30046, 2.63336], [-1.05718, 2.70635, -1.88301], [0.58542, 2.35249, -2.60761], [-0.69302, 1.26536, -2.96095], [0.19260, -2.04390, -2.32162], [0.47157, -2.98526, -0.14820], [-1.25500, -2.58957, -0.20079], [-1.45200, -1.98768, 2.28563], [-2.00001, -0.73784, 1.12039], [0.02761, -0.36580, 3.42112], [-1.61955, 0.34858, 3.28246], [0.37299, 3.00790, 1.91611], [-1.04608, 2.67144, 2.92447], [0.58213, 2.16075, 3.51734], [1.30781, -0.83578, -1.23076], [2.15281, -0.65082, -2.37292], [0.85628, 0.42988, 0.33916], [3.13873, -0.36568, -1.99560], [2.15775, -1.58887, -2.94054], [1.76286, 0.11789, -3.04888]],
  "forces_ev_per_angstrom": [[2.394, 1.719, 1.350], [-0.081, -0.306, -0.664], [-0.336, -0.001, 0.879], [0.344, -4.970, -1.628], [-0.954, -0.008, -0.336], [0.360, 0.368, 0.399], [-0.476, 0.050, 0.176], [-0.040, -0.226, 0.297], [0.131, -0.002, -0.326], [0.015, 0.500, 0.212], [0.308, -0.143, -0.527], [-0.046, 0.254, 0.550], [-0.477, 0.470, 0.184], [-0.350, 0.629, 0.484], [-0.003, 0.245, -0.251], [0.204, 0.332, -0.015], [0.119, 0.149, -0.150], [0.211, -0.017, 0.099], [-0.261, -0.004, -0.052], [0.241, 0.000, -0.110], [0.027, -0.155, 0.297], [0.209, -0.186, -0.009], [-0.118, 0.248, -0.222], [-0.810, 0.921, -0.008], [0.003, 0.189, -0.796], [-0.711, 0.003, -0.354], [-0.233, -0.227, -0.137], [0.308, 0.106, 0.261], [0.022, 0.062, 0.397]],
  "multiplicity": 3,
  "e_tot_ev": -59456.55736,
  "total_charge": 1,
  "homo_lumo_gap_ev": [8.4, 7.8]
}


Record 3
{
  "formula": "C7H16InN2O6PS",
  "method": "ωB97M-V/def2-TZVPD",
  "species": ["N", "C", "C", "In", "C", "C", "O", "O", "C", "O", "O", "P", "N", "O", "H", "H", "H", "H", "H", "H", "H", "H", "H", "H", "C", "S", "O", "C", "H", "H", "H", "H", "H", "H"],
  "xyz": [[-1.70488, 2.39009, 3.53850], [-2.03810, 3.16959, 2.57769], [-1.42566, 3.09238, 1.25035], [-1.75660, 0.93129, 0.53854], [-1.79128, 0.90224, -1.72698], [-1.94900, -0.46948, -2.29406], [-2.10724, -0.76571, -3.46210], [-1.86107, -1.48801, -1.35363], [-3.64063, 0.16754, 1.47377], [-3.55888, -0.88229, 2.13898], [-4.65149, 0.87843, 1.25789], [0.35357, -0.40651, 1.15942], [1.57676, 0.84362, 1.05100], [0.25440, -0.67597, 2.82353], [-2.25819, 2.59103, 4.36807], [-2.81964, 3.92717, 2.73362], [-0.36674, 3.36092, 1.33659], [-1.90368, 3.78754, 0.55573], [-0.78674, 1.18346, -2.07333], [-2.50849, 1.58011, -2.19349], [-1.00983, -1.93206, -1.42720], [1.24109, 1.74075, 1.38823], [2.40561, 0.59448, 1.58004], [-0.22463, 0.05242, 3.24726], [2.46289, -3.52756, -1.59482], [2.89218, -1.85933, -1.06261], [1.86932, -0.95940, -1.61081], [4.34097, -1.70445, -2.13680], [1.54572, -3.79083, -1.07104], [2.29348, -3.53007, -2.67220], [3.26034, -4.22003, -1.32075], [4.04050, -1.83976, -3.17666], [5.09255, -2.44203, -1.85017], [4.73337, -0.69958, -1.99254]],
  "forces_ev_per_angstrom": [[0.234, 0.146, 0.149], [0.108, -0.136, 0.062], [0.041, 0.391, 0.024], [-0.623, -0.223, -0.031], [0.156, -0.084, 0.148], [0.119, -0.118, -0.373], [-0.075, 0.099, 0.351], [0.016, 0.176, 0.034], [0.200, 0.065, 0.012], [-0.105, -0.189, 0.115], [-0.242, 0.193, -0.026], [0.538, -0.411, -0.032], [-0.117, 0.097, 0.115], [-0.079, 0.338, 0.158], [-0.017, -0.013, -0.008], [-0.208, -0.174, -0.080], [0.061, -0.255, -0.161], [0.060, 0.042, 0.004], [-0.034, 0.144, 0.043], [0.068, -0.025, -0.136], [0.081, -0.052, -0.099], [0.061, -0.001, 0.021], [0.036, -0.007, -0.054], [-0.172, -0.090, 0.003], [-0.024, -0.052, -0.011], [0.026, 0.034, 0.461], [-0.077, 0.075, -0.660], [0.007, -0.048, -0.088], [0.003, 0.021, 0.023], [-0.015, 0.027, 0.002], [-0.005, 0.001, 0.014], [-0.012, 0.015, 0.001], [0.004, 0.008, 0.012], [-0.016, 0.006, 0.007]],
  "e_tot_ev": -48079.69505,
  "total_charge": -2,
  "homo_lumo_gap_ev": 3.1
}